No. 1
{
  "formula": "C6H9N4OP",
  "method": "ωB97M-V/def2-TZVPD",
  "species": ["O", "P", "C", "N", "C", "N", "C", "N", "H", "H", "H", "H", "C", "C", "C", "N", "H", "H", "H", "H", "H"],
  "coordinates": [[-0.642, 1.601, -1.571], [-0.544, 1.805, 0.042], [-1.877, 1.129, 0.708], [-2.819, 0.392, 0.120], [-3.331, 0.397, -1.165], [-4.201, -0.599, -1.311], [-4.232, -1.213, -0.075], [-3.361, -0.692, 0.749], [0.291, 1.654, -1.867], [-2.037, 1.061, 1.792], [-2.902, 1.023, -1.956], [-4.649, -2.112, 0.328], [2.426, 0.289, -0.911], [1.475, -0.893, -1.081], [1.350, -1.818, -0.206], [1.045, -2.653, 0.616], [3.336, 0.050, -0.474], [2.657, 0.844, -1.840], [1.963, 0.978, -0.271], [0.936, -0.965, -1.996], [0.530, -2.307, 1.445]],
  "charge": 0,
  "homo_ev": -8.82,
  "fmax_ev_per_a": 5.185,
  "smiles": "O/P=C\\n1cncn1.CC=C=N",
  "relative_energy_kj_mol": 30.38,
  "total_energy_ha": -869.5413,
  "lumo_ev": 0.1,
  "orbital_gap_ev": 8.878
}



No. 2
{
  "formula": "C6H9N5",
  "method": "ωB97M-V/def2-TZVPD",
  "species": ["C", "C", "C", "C", "C", "C", "N", "N", "N", "N", "N", "H", "H", "H", "H", "H", "H", "H", "H", "H"],
  "coordinates": [[-1.056, -0.368, 0.206], [-2.124, 1.769, 0.117], [1.812, 0.739, -1.512], [-0.156, 2.044, -1.374], [0.388, -0.277, 0.085], [0.056, -2.472, 1.517], [-2.009, 0.619, 0.517], [-1.198, 2.210, -0.836], [1.514, -0.068, -0.523], [0.949, 1.790, -1.926], [-0.069, -0.974, 1.212], [-1.672, -1.076, -0.439], [-2.887, 2.457, 0.437], [2.770, 0.860, -1.872], [-0.908, -2.926, 1.912], [0.263, -3.209, 0.738], [0.662, -2.402, 2.444], [2.222, -0.707, -0.206], [1.349, 2.425, -2.575], [0.095, -0.432, 2.079]],
  "charge": 2,
  "homo_ev": [-16.18, -16.18],
  "fmax_ev_per_a": 4.394,
  "relative_energy_kj_mol": 319.42,
  "total_energy_ha": -506.9388,
  "lumo_ev": [-8.5, -8.5],
  "orbital_gap_ev": [7.644, 7.642]
}



No. 3
{
  "formula": "C6H9NO",
  "method": "ωB97M-V/def2-TZVPD",
  "species": ["C", "C", "C", "C", "C", "C", "H", "H", "H", "H", "H", "H", "H", "H", "H", "N", "O"],
  "coordinates": [[0.266, 1.159, -0.458], [0.704, -0.276, -0.723], [-0.589, -0.623, -1.269], [-1.155, 0.386, -0.198], [-0.633, -0.464, 1.031], [0.627, -0.989, 0.579], [0.941, 1.975, 1.168], [0.284, 1.695, -1.490], [1.815, -0.369, -1.056], [-1.067, -1.547, -1.408], [-0.636, -0.179, -2.285], [-2.155, 0.808, -0.480], [-1.392, -0.939, 1.794], [0.688, -0.674, 2.413], [0.788, -2.073, 0.479], [0.667, -0.050, 1.655], [0.848, 2.162, 0.249]],
  "charge": 0,
  "homo_ev": -9.13,
  "fmax_ev_per_a": 6.370,
  "relative_energy_kj_mol": 438.85,
  "total_energy_ha": -363.8571,
  "lumo_ev": 0.9,
  "orbital_gap_ev": 10.077
}